No. 1
The following is a quantum chemistry calculation of an isolated molecule of C3H2N2S3, from the OMol25 dataset.

Calculated values
HOMO in eV: -8.73
Lowest unoccupied orbital energy in eV: -1.353
SMILES: S=C1SN=N/C1=C/S
Kohn-Sham gap in Eh: 0.271

```
! wB97M-V def2-TZVPD RIJCOSX def2/J DEFGRID3
* xyz 0 1
S 0.0210 2.5519 -0.0017
C -0.8444 1.1755 -0.0036
S -2.5734 1.0200 0.0002
N -2.5107 -0.7352 -0.0047
N -1.3542 -1.1710 -0.0035
C -0.3472 -0.1984 0.0008
C 0.9551 -0.6242 -0.0011
S 2.3510 0.3663 -0.0025
H 1.0775 -1.6982 0.0163
H 3.2252 -0.6867 -0.0002
*
```

Here are the Löwdin charges for atoms 1 to 5, given in e: atom 1 (S): 0.631, atom 2 (C): -1.112, atom 3 (S): 0.927, atom 4 (N): -0.277, atom 5 (N): -0.060

No. 2
The following is a quantum chemistry calculation of a cluster of 2 separate species, C3H6N3O in total, from the OMol25 dataset.

Calculated values
HOMO in eV: -15.65
Lowest unoccupied orbital energy in eV: -5.621
Kohn-Sham gap in Eh: 0.369

```
! wB97M-V def2-TZVPD RIJCOSX def2/J DEFGRID3
* xyz 1 1
C -2.0294 -0.7203 -0.2272
C 1.5551 -0.3458 0.1520
C 0.3288 0.2466 -0.5320
N 0.0011 2.4619 0.2276
N -0.0507 1.3600 -0.1244
N -2.5231 0.3797 -0.1460
O -1.2228 -1.5887 -0.2437
H 1.6833 0.4358 0.9434
H 2.3324 -0.4257 -0.6736
H 1.3597 -1.2326 0.6107
H 0.0795 -0.0754 -1.5713
H -0.6481 2.7629 0.8742
H -3.5632 0.5545 -0.3727
*
```

Here are the Löwdin charges for atoms 1 to 5, given in e: atom 1 (C): -0.382, atom 2 (C): 0.040, atom 3 (C): -0.102, atom 4 (N): 0.336, atom 5 (N): 0.012

No. 3
The following is a quantum chemistry calculation of a cluster of 2 separate species, C4H6BrNSe in total, from the OMol25 dataset.

Calculated values
HOMO (alpha / beta) in eV: -7.16 / -9.22
Lowest unoccupied orbital energy (alpha / beta) in eV: 0.336 / -1.806
Kohn-Sham gap (alpha / beta) in Eh: 0.275 / 0.272

```
! wB97M-V def2-TZVPD RIJCOSX def2/J DEFGRID3
* xyz 0 3
C -1.5824 1.9259 -0.2761
C 2.1081 -0.7616 -1.1311
C 0.5112 -1.0516 1.4324
C -2.5780 1.2254 0.3686
N -0.6464 2.4445 -0.8397
Se 0.7239 -1.8028 -0.1724
Br -2.9092 -0.4827 -0.3024
H 3.0577 -1.2123 -0.9111
H 2.0296 -0.9551 -2.2087
H 2.0975 0.2532 -0.8538
H 0.5119 0.0495 1.3607
H -0.1792 -1.2552 2.2466
H -3.1448 1.6229 1.2868
*
```

Here are the Löwdin charges for atoms 1 to 5, given in e: atom 1 (C): -0.373, atom 2 (C): -0.361, atom 3 (C): -0.500, atom 4 (C): -0.585, atom 5 (N): 0.155

No. 4
The following is a quantum chemistry calculation of a structure of composition C14H16BClF4N4O5Se4V, from the OMol25 dataset.

Calculated values
HOMO (alpha / beta) in eV: -0.91 / -0.01
Lowest unoccupied orbital energy (alpha / beta) in eV: 3.516 / 3.512
Kohn-Sham gap (alpha / beta) in Eh: 0.163 / 0.129

```
! wB97M-V def2-TZVPD RIJCOSX def2/J DEFGRID3
* xyz -2 2
V 0.0696 -0.0468 0.2171
Se -0.0579 -0.0440 2.5582
Se 2.0253 -0.5662 3.5385
Se 3.4972 0.4201 1.9394
Se 2.4872 -0.3116 -0.0526
F -0.8684 0.5118 -2.0818
B -0.1230 0.1925 -3.2642
F 0.0267 1.3519 -4.0338
F -0.7923 -0.7900 -4.0020
F 1.1406 -0.3000 -2.8856
O -4.2936 -0.8539 0.4908
Cl -2.8800 -1.1062 0.4186
O -2.5856 -1.8340 -0.7743
O -2.4801 -1.8600 1.5689
O -2.1939 0.1780 0.4297
N -4.8849 9.2627 -0.2107
C -4.1591 8.3689 -0.1876
C -3.2626 7.2739 -0.1542
C -3.7356 5.9546 -0.1955
C -2.8704 4.8888 -0.1456
C -1.4873 5.0929 -0.0513
C -1.0133 6.4099 -0.0179
C -1.8794 7.4762 -0.0702
N -0.6104 4.0175 0.0176
C 0.7800 4.0675 -0.0087
C 1.2114 2.7905 0.0941
N 0.1298 1.9424 0.1908
C -0.9369 2.7004 0.1389
H -4.8006 5.7810 -0.2729
H -3.2656 3.8840 -0.1873
H 0.0456 6.6049 0.0585
H -1.4955 8.4875 -0.0463
H 1.3429 4.9747 -0.1118
H 2.2252 2.4293 0.1056
H -1.9393 2.3167 0.1951
C -0.0231 -5.4201 0.0026
N 0.1326 -4.0431 0.4129
C 0.2301 -3.7179 1.8343
C 0.0661 -3.0176 -0.4564
C 0.1024 -3.2640 -1.9311
O 0.0299 -1.8668 -0.0244
H -0.2964 -6.0154 0.8712
H 0.9048 -5.8314 -0.4120
H -0.8123 -5.5285 -0.7420
H 0.4653 -4.6221 2.3947
H -0.6963 -3.2760 2.1978
H 1.0319 -2.9950 1.9936
H 0.4287 -4.2695 -2.1869
H 0.7888 -2.5399 -2.3693
H -0.8820 -3.0453 -2.3463
*
```

Here are the Löwdin charges for atoms 1 to 5, given in e: atom 1 (V): 0.096, atom 2 (Se): 0.136, atom 3 (Se): -0.174, atom 4 (Se): -0.175, atom 5 (Se): 0.103

No. 5
The following is a quantum chemistry calculation of an isolated molecule of C4H10N2O, from the OMol25 dataset.

Calculated values
HOMO in eV: -9.33
Lowest unoccupied orbital energy in eV: 0.867
SMILES: CCNC(=O)CN
Kohn-Sham gap in Eh: 0.375

```
! wB97M-V def2-TZVPD RIJCOSX def2/J DEFGRID3
* xyz 0 1
C -0.9606 1.2947 1.5106
C -0.6966 -0.2153 1.3879
N -0.9567 -0.8512 0.1030
C -0.1100 -0.9475 -0.9843
O -0.4651 -1.5147 -1.9937
C 1.1900 -0.1786 -0.7966
N 1.9327 -0.0145 -2.0469
H -1.3950 1.8557 0.7029
H -1.7881 1.4164 2.2279
H -0.1208 1.8409 1.9307
H -1.3907 -0.7370 2.0421
H 0.2910 -0.5405 1.7194
H -1.8772 -1.1651 -0.1308
H 0.9507 0.8470 -0.4839
H 1.8290 -0.5817 -0.0145
H 1.3339 0.3966 -2.7521
H 2.2336 -0.9054 -2.4218
*
```

Here are the Löwdin charges for atoms 1 to 5, given in e: atom 1 (C): -0.089, atom 2 (C): -0.239, atom 3 (N): 0.037, atom 4 (C): -0.487, atom 5 (O): 0.056

No. 6
The following is a quantum chemistry calculation of a structure of composition C46H48N7OPSTi, from the OMol25 dataset.

Calculated values
HOMO (alpha / beta) in eV: -6.02 / -5.99
Lowest unoccupied orbital energy (alpha / beta) in eV: -0.059 / 0.031
Kohn-Sham gap (alpha / beta) in Eh: 0.219 / 0.221

```
! wB97M-V def2-TZVPD RIJCOSX def2/J DEFGRID3
* xyz 0 1
Ti -0.7613 0.0990 0.0749
N -0.1903 4.1862 -1.6045
C -0.4053 3.0394 -0.8891
S -1.2797 1.7628 -1.7117
N 0.0373 2.9960 0.3271
N -0.1388 1.7504 0.9067
C 0.0137 1.7197 2.2534
C -0.0019 0.4546 2.8016
C 0.1303 0.1519 4.1923
C 0.2264 -1.1349 4.6019
C 0.1847 -2.1827 3.6307
C -0.0120 -1.8635 2.3283
N -0.1353 -0.5764 1.8780
H -0.7517 4.3320 -2.4243
H 0.0839 4.9966 -1.0728
H 0.1513 2.6310 2.8186
H 0.1556 0.9750 4.8953
H 0.3349 -1.3721 5.6523
H 0.2698 -3.2199 3.9214
H -0.1096 -2.6294 1.5682
C -4.7602 3.9774 0.3175
C -3.4137 3.3250 0.6265
C -3.4396 2.5271 1.9025
C -3.7741 3.1714 3.0913
C -3.8845 2.4794 4.2835
C -3.6978 1.1085 4.2917
C -3.3590 0.4241 3.1303
C -3.2380 -1.0774 3.1983
C -4.6048 -1.7628 3.1975
C -3.1930 1.1525 1.9447
N -2.7017 0.4192 0.8036
C -3.5298 -0.3619 0.1875
C -3.0284 -1.4453 -0.5822
C -3.6987 -2.5593 -1.0727
C -2.7168 -3.5266 -1.3229
C -1.5010 -2.9546 -0.9690
N -1.6576 -1.6860 -0.5344
H -4.7205 4.4996 -0.6394
H -5.0514 4.7008 1.0803
H -5.5508 3.2267 0.2589
H -2.6355 4.0900 0.6996
H -3.1298 2.6833 -0.2011
H -3.9476 4.2410 3.0728
H -4.1298 3.0039 5.1982
H -3.8073 0.5482 5.2136
H -2.7008 -1.3406 4.1113
H -2.6424 -1.4608 2.3730
H -5.2289 -1.3955 4.0140
H -4.4971 -2.8425 3.3078
H -5.1419 -1.5744 2.2657
H -4.6045 -0.2646 0.3421
H -4.7665 -2.6574 -1.1909
H -2.8617 -4.5261 -1.6992
H -0.5244 -3.4092 -1.0147
C 3.9076 -0.0217 4.3497
C 3.7400 -0.5830 2.9415
C 5.0284 -1.2542 2.4720
C 3.2646 0.5130 1.9820
C 4.2827 1.6431 1.7513
O 4.7260 1.4442 0.3945
C 3.9014 0.4925 -0.1248
N 3.0440 -0.0431 0.6352
C 4.2025 0.1203 -1.5207
C 5.5315 0.2542 -1.9428
C 5.9269 -0.1629 -3.1977
C 4.9868 -0.7195 -4.0583
C 3.6712 -0.8227 -3.6516
C 3.2522 -0.4005 -2.3862
P 1.4115 -0.5051 -2.1142
C 1.3133 -2.2970 -2.5071
C 0.5310 -2.9120 -3.4751
C 0.4948 -4.2976 -3.5810
C 1.2166 -5.0889 -2.7041
C 1.9893 -4.4846 -1.7181
C 2.0420 -3.1047 -1.6271
C 0.9402 0.4710 -3.5953
C 1.6230 1.6763 -3.7713
C 1.2711 2.5534 -4.7822
C 0.2261 2.2434 -5.6423
C -0.4789 1.0659 -5.4560
C -0.1345 0.1953 -4.4315
H 4.1511 -0.8152 5.0581
H 4.7211 0.7075 4.3894
H 2.9965 0.4697 4.6959
H 2.9491 -1.3388 2.9505
H 5.8914 -0.5913 2.5773
H 4.9600 -1.5621 1.4274
H 5.2323 -2.1452 3.0678
H 2.3244 0.9185 2.3548
H 5.1568 1.5894 2.4002
H 3.8398 2.6372 1.8261
H 6.2513 0.6764 -1.2587
H 6.9603 -0.0606 -3.5018
H 5.2725 -1.0579 -5.0457
H 2.9412 -1.2307 -4.3393
H -0.0761 -2.3353 -4.1564
H -0.1173 -4.7536 -4.3485
H 1.1801 -6.1674 -2.7845
H 2.5548 -5.0886 -1.0202
H 2.6443 -2.6449 -0.8498
H 2.4360 1.9448 -3.1076
H 1.8156 3.4820 -4.8947
H -0.0452 2.9223 -6.4404
H -1.3174 0.8254 -6.0969
H -0.7628 -0.6703 -4.2699
*
```

Here are the Löwdin charges for atoms 1 to 5, given in e: atom 1 (Ti): 0.785, atom 2 (N): 0.072, atom 3 (C): -0.834, atom 4 (S): 0.676, atom 5 (N): 0.010

Values for E, Ha, ordered as above
-1419.53392 -357.03480 -5186.03787 -12572.70654 -343.15970 -3829.31228